1.
One molecule with the formula C6H10N2 at a distorted geometry. Source: OMol25; level of theory: ωB97M-V with the def2-TZVPD basis set.

```
18
Properties=species:S:1:pos:R:3:forces:R:3:nbo_charge:R:1
C -0.123 -0.548 0.863 -0.300 1.455 -1.257 0.018
C 0.565 -0.811 -2.127 -0.029 0.034 0.012 -0.424
C -0.505 -0.315 2.276 -0.157 0.093 0.044 -0.668
N 1.290 -0.065 -1.107 -0.850 0.319 -0.133 -0.598
C 0.620 0.457 0.062 2.814 -0.514 1.796 0.249
N 1.265 1.500 0.669 -0.387 -0.366 -1.012 -0.858
C -0.980 0.730 -0.203 -0.173 -1.667 0.820 -0.055
C -2.019 1.124 -0.672 0.019 0.051 0.080 -0.152
H 1.828 0.698 -1.495 0.014 0.079 0.094 0.393
H -0.139 -1.577 0.504 -0.480 0.225 -0.305 0.222
H 1.702 1.167 1.529 -0.553 0.117 0.134 0.325
H -0.270 -0.257 -2.575 0.047 -0.015 0.019 0.183
H 0.170 -1.743 -1.716 0.017 0.021 -0.027 0.185
H 1.270 -1.078 -2.916 -0.046 0.001 0.055 0.212
H 0.289 -0.699 2.927 0.041 -0.006 -0.120 0.243
H -0.605 0.751 2.484 0.045 -0.037 -0.050 0.257
H -1.423 -0.851 2.531 0.082 0.082 -0.014 0.225
H -2.935 1.516 -1.035 -0.104 0.129 -0.135 0.243
```
Forces are in eV/Å.

energy above the lowest of the compared OMol25 structures with the same formula, charge and spin: 6.400 eV
frontier orbital gap: 6.83 eV
M: 110.160 g mol⁻¹

***

2.
A 14-piece molecular cluster, C3H32NO16 overall at a distorted geometry. Source: OMol25; level of theory: ωB97M-V with the def2-TZVPD basis set.

```
52
Properties=species:S:1:pos:R:3:forces:R:3:lowdin_spin:R:1
C 0.418 0.662 -1.012 0.515 1.678 1.721 0.087
C 1.161 0.000 -2.192 -1.434 -2.504 -0.632 0.074
O 0.550 0.339 -3.430 -2.065 0.632 0.291 0.019
N -0.276 -0.170 -0.056 1.950 1.469 -1.655 0.563
C -1.472 -0.810 -0.433 -1.977 -2.197 1.198 0.037
O -1.851 -1.752 0.308 0.990 0.764 -0.083 0.113
O -2.019 -0.451 -1.461 0.085 1.142 -0.989 0.024
H -0.229 1.430 -1.499 0.212 -0.922 0.879 0.022
H 1.150 1.246 -0.396 -0.454 -0.878 -0.595 0.008
H 2.206 0.294 -2.187 -0.035 -0.031 -0.156 0.004
H 1.046 -1.129 -2.085 0.656 1.265 0.116 0.001
H -0.463 0.532 -3.323 2.829 -0.653 -0.160 0.002
H 0.320 -0.431 0.729 -0.256 -0.492 0.458 0.009
H -2.251 1.266 -1.638 -0.389 1.109 0.270 0.000
H -1.488 2.313 -2.262 2.085 1.499 -2.581 0.000
O -2.100 2.260 -1.585 -2.135 -2.051 1.673 0.007
H -0.804 -1.466 -3.574 2.036 2.203 -1.066 0.000
H -1.628 -1.981 -2.480 0.057 -0.795 -2.640 0.000
O -1.357 -2.183 -3.450 -2.090 -1.822 3.202 0.002
H 1.036 0.491 3.343 0.602 0.702 -0.913 0.000
H 1.279 1.903 2.692 0.786 -2.407 -0.105 0.000
O 1.587 0.920 2.630 -1.750 1.734 1.230 0.001
H -3.060 1.231 1.073 -0.416 -0.211 0.465 0.000
H -2.660 2.242 0.069 -0.341 0.687 0.733 0.000
O -2.951 2.185 1.016 0.663 -0.418 -1.043 0.003
H 2.295 -2.003 1.278 -1.146 -1.964 1.110 0.000
H 2.172 -0.509 1.745 -0.321 1.035 1.751 0.000
O 2.466 -1.112 1.099 1.104 1.242 -2.733 0.005
H 3.652 -1.553 -0.169 0.566 0.384 -0.472 0.000
H 4.406 -0.453 -0.957 -0.128 -2.303 0.158 0.000
O 4.286 -1.459 -0.911 -0.106 2.106 0.007 0.000
H -1.118 -2.709 3.248 2.730 -2.352 0.643 0.000
H -1.704 -1.964 1.999 0.311 -0.320 -0.083 0.000
O -1.763 -2.158 2.940 -2.995 2.350 -0.023 0.000
H -0.616 -4.276 -0.895 0.181 -0.265 -1.070 0.000
H -1.234 -3.413 0.173 -0.379 -1.205 -0.296 0.000
O -0.880 -4.329 0.012 -0.657 1.160 0.623 0.002
H 0.670 3.346 -2.029 0.688 -0.825 -2.441 0.000
H 1.135 2.466 -3.393 1.448 -1.782 -0.206 0.000
O 0.623 3.151 -3.047 -2.293 2.745 2.755 0.007
H 1.972 3.297 -0.239 3.504 -0.306 -0.137 0.000
H 0.709 2.931 0.441 0.180 2.143 -1.190 0.000
O 1.095 3.537 -0.299 -3.372 -0.929 1.184 0.007
H -1.046 3.284 1.559 -0.592 0.426 0.071 0.000
H -0.481 1.850 1.590 0.450 3.268 1.505 0.002
O -0.254 2.850 1.880 -0.256 -4.007 -1.174 0.002
H -1.652 -0.436 4.182 -0.362 2.220 -1.599 0.000
H -2.171 0.844 3.366 -5.206 1.875 -3.009 0.000
O -1.510 0.506 3.822 5.735 -3.840 4.370 0.000
H 1.583 -3.960 1.327 1.757 -2.693 -1.053 0.000
H 0.271 -3.326 0.950 -2.971 -0.914 -3.068 0.000
O 0.951 -3.342 1.528 2.006 3.248 4.761 0.000
```
Forces are in eV/Å.

frontier orbital gap (spin up / spin down): 11.10 / 5.79 eV
M: 338.280 g mol⁻¹
multiplicity: 2

***

3.
C2H2O2 as an isolated structure at a distorted geometry. Source: OMol25; level of theory: ωB97M-V with the def2-TZVPD basis set.

```
6
Properties=species:S:1:pos:R:3:forces:R:3:nbo_charge:R:1
C -1.850 -0.075 -0.440 3.971 0.108 3.702 -0.189
C -0.613 0.553 0.334 -7.521 -3.995 -3.418 0.458
O 1.578 -0.187 -0.351 -0.232 -1.446 -1.275 -0.666
O 0.478 0.818 0.523 3.076 2.116 1.572 -0.232
H -2.119 -1.099 0.191 0.805 2.558 -1.096 0.179
H 2.527 -0.010 -0.257 -0.099 0.658 0.516 0.450
```
Forces are in eV/Å.

energy above the lowest of the compared OMol25 structures with the same formula, charge and spin: 7.466 eV
frontier orbital gap (spin up / spin down): 7.12 / 7.12 eV
M: 58.036 g mol⁻¹

***

4.
One molecule with the formula C5H5ClS at a distorted geometry. Source: OMol25; level of theory: ωB97M-V with the def2-TZVPD basis set.

```
12
Properties=species:S:1:pos:R:3:forces:R:3:nbo_charge:R:1
C -1.883 2.170 0.237 0.720 -4.357 -1.990 -0.275
C -0.757 1.357 0.011 -1.664 1.381 1.756 -0.284
C -0.496 -0.126 -0.256 -3.178 -0.398 2.348 -0.113
S -1.786 -1.266 -0.151 2.075 2.084 -0.939 0.023
C 0.873 -0.620 0.087 -0.858 5.777 -2.352 -0.013
C 1.189 -1.781 0.461 1.884 -2.363 0.143 -0.351
Cl 2.170 0.711 -0.174 -0.935 -1.645 0.357 -0.086
H -1.760 3.134 0.683 0.014 0.261 0.098 0.210
H -2.902 1.757 -0.040 1.205 0.918 0.322 0.209
H 0.062 1.825 0.543 0.646 -0.094 -0.712 0.214
H 2.221 -1.961 0.542 1.118 -0.582 0.553 0.225
H 0.507 -2.571 0.411 -1.028 -0.982 0.416 0.243
```
Forces are in eV/Å.

SMILES: C=CC(=S)C(=C)Cl
energy above the lowest of the compared OMol25 structures with the same formula, charge and spin: 2.285 eV
frontier orbital gap: 7.34 eV
M: 132.615 g mol⁻¹

***

5.
An isolated ion of composition C10H10ClN3 and charge +2 at a distorted geometry. Source: OMol25; level of theory: ωB97M-V with the def2-TZVPD basis set.

```
24
Properties=species:S:1:pos:R:3:forces:R:3:nbo_charge:R:1
C 1.719 3.348 0.223 -0.026 -0.168 -0.053 -0.062
N 1.329 2.090 0.246 2.013 1.095 -0.050 -0.181
N 0.080 1.760 0.232 -2.194 -6.370 -0.450 -0.236
C 0.137 -0.031 0.065 -0.519 6.447 0.497 0.350
C -1.018 -0.739 -0.054 0.019 -0.485 -0.025 -0.124
C -0.977 -2.139 -0.388 -0.132 0.140 0.058 -0.082
C -2.142 -2.837 -0.543 0.144 -0.129 0.000 -0.214
C -3.378 -2.200 -0.341 0.309 0.190 0.032 0.024
C -3.443 -0.841 -0.010 -0.038 0.167 0.064 -0.231
C -2.294 -0.108 0.126 0.052 0.051 -0.040 -0.032
C 1.577 -0.275 0.012 0.683 -0.732 -1.393 -0.374
Cl 2.119 -0.457 -1.769 -0.413 -0.046 0.979 0.102
C 2.261 1.009 0.316 0.548 0.066 0.546 0.627
N 3.495 1.146 0.650 -0.370 -0.002 -0.077 -0.588
H 0.954 4.109 0.173 -0.086 -0.071 0.016 0.270
H 2.755 3.631 0.223 0.177 -0.150 0.001 0.213
H -0.023 -2.621 -0.539 0.098 -0.127 -0.030 0.234
H -2.117 -3.882 -0.815 0.010 -0.024 0.009 0.265
H -4.293 -2.770 -0.441 -0.008 -0.002 -0.023 0.260
H -4.405 -0.374 0.142 0.003 0.031 -0.002 0.268
H -2.310 0.942 0.381 -0.086 0.047 0.010 0.259
H 1.924 -1.150 0.565 0.113 0.174 -0.012 0.315
H 4.109 0.337 0.743 -0.111 0.007 -0.098 0.472
H 3.941 2.052 0.802 -0.187 -0.108 0.039 0.465
```
Forces are in eV/Å.

SMILES: C=[N+]1N=C(c2ccccc2)[C@@H](Cl)C1=[NH2+]
charge: +2
frontier orbital gap (spin up / spin down): 6.46 / 6.36 eV
M: 207.664 g mol⁻¹

***

6.
C5H12N2O as an isolated structure at a distorted geometry. Source: OMol25; level of theory: ωB97M-V with the def2-TZVPD basis set.

```
20
Properties=species:S:1:pos:R:3:forces:R:3:nbo_charge:R:1
C 0.291 0.248 -0.316 -2.102 1.334 -1.462 0.066
C -0.046 -0.543 0.806 2.665 0.778 1.063 0.138
C -0.178 1.674 -0.315 0.218 -0.941 -0.281 -0.270
C 1.297 -0.140 -1.358 -0.405 -0.053 -0.185 -0.642
C 0.073 -2.035 0.849 0.346 -0.032 0.189 -0.661
N -1.293 1.053 -0.994 1.482 0.102 -0.178 -0.223
N -2.430 1.115 -0.264 -0.445 -0.596 0.512 -0.678
O 1.568 0.231 1.546 -1.591 -1.124 0.349 -0.887
H 2.298 -0.373 1.342 -0.300 -0.143 0.047 0.439
H -0.827 -0.145 1.449 0.220 0.095 0.011 0.213
H -3.243 0.707 -0.710 0.303 0.360 0.381 0.384
H -2.502 1.738 0.539 -0.098 -0.274 -0.480 0.363
H -0.367 2.098 0.672 -0.070 0.088 -0.064 0.194
H 0.388 2.338 -0.966 0.047 0.056 0.149 0.208
H 2.096 0.604 -1.401 -0.073 0.009 0.043 0.223
H 0.816 -0.182 -2.341 0.106 0.005 0.032 0.234
H 1.760 -1.106 -1.161 -0.115 0.005 -0.013 0.212
H 0.880 -2.411 0.219 -0.090 0.065 -0.019 0.215
H -0.861 -2.512 0.531 0.019 0.199 -0.008 0.232
H 0.280 -2.360 1.873 -0.116 0.069 -0.088 0.238
```
Forces are in eV/Å.

energy above the lowest of the compared OMol25 structures with the same formula, charge and spin: 5.965 eV
frontier orbital gap (spin up / spin down): 7.61 / 7.59 eV
M: 116.164 g mol⁻¹

***

7.
A 6-piece molecular cluster, C30H70N7O8 overall. Source: OMol25; level of theory: ωB97M-V with the def2-TZVPD basis set.

```
115
Properties=species:S:1:pos:R:3:forces:R:3:mulliken_charge:R:1
C -2.678 -0.582 0.339 0.052 -0.051 0.075 0.054
C -1.246 -0.937 0.025 -0.354 0.040 0.054 -0.123
O -0.758 -0.121 -1.074 -0.230 0.035 0.101 -0.173
O 0.532 0.378 -0.731 -0.034 -0.615 -0.190 -0.333
C 0.584 1.706 -0.740 -0.126 0.097 -0.015 0.018
O 1.646 2.242 -0.717 0.785 0.311 0.063 -0.532
C -0.640 2.571 -0.709 -0.246 -0.025 0.180 0.980
C -0.520 3.698 0.101 -0.365 0.535 0.137 -0.483
C -1.539 4.616 0.121 -0.008 -0.093 -0.116 -0.745
N -2.632 4.423 -0.648 0.238 -0.390 -0.043 0.131
C -2.786 3.339 -1.426 0.009 0.102 -0.171 0.516
C -4.034 3.164 -2.235 -0.222 -0.372 0.403 -1.713
N -4.874 2.172 -1.577 -0.358 0.423 0.050 -0.215
C -5.496 2.676 -0.330 0.740 -0.273 -0.311 -0.689
C -1.783 2.391 -1.459 0.221 -0.039 0.037 -0.068
H -2.804 0.487 0.478 -0.116 0.167 -0.010 0.108
H -3.361 -0.959 -0.415 -0.082 0.124 -0.238 0.056
H -2.946 -1.066 1.275 0.013 -0.100 0.127 -0.086
H -0.611 -0.745 0.882 0.199 -0.126 0.058 0.436
H -1.205 -1.974 -0.291 0.348 -0.155 0.066 -0.087
H 0.354 3.889 0.699 0.168 -0.121 -0.017 0.563
H -1.512 5.515 0.710 -0.024 0.127 0.093 0.422
H -3.374 5.112 -0.649 0.006 0.058 0.057 0.348
H -3.716 2.757 -3.189 -0.111 0.135 -0.299 0.540
H -4.542 4.124 -2.374 0.063 0.188 -0.132 0.426
H -5.601 1.893 -2.222 0.079 -0.101 -0.077 0.297
H -6.561 2.493 -0.322 -0.194 -0.129 0.041 0.454
H -5.345 3.752 -0.218 -0.131 0.169 -0.012 0.153
H -5.025 2.177 0.513 -0.151 -0.029 0.279 0.142
H -1.878 1.514 -2.072 -0.246 -0.022 -0.154 0.585
C -3.604 -4.636 -5.027 -0.029 0.061 -0.113 -1.425
C -4.514 -4.105 -3.924 0.179 -0.196 0.044 0.272
C -3.888 -2.980 -3.086 -0.186 0.105 0.008 -0.686
O -2.917 -3.402 -2.147 0.114 0.099 -0.025 -0.294
C -1.616 -3.612 -2.668 -0.024 -0.076 0.164 -0.753
N -4.969 -5.227 -3.099 0.000 0.226 0.131 -0.722
H -2.839 -5.307 -4.637 0.016 0.013 0.062 0.289
H -4.188 -5.204 -5.749 -0.012 -0.031 0.040 0.354
H -3.109 -3.822 -5.560 0.011 -0.007 0.012 0.343
H -5.396 -3.674 -4.408 -0.017 0.066 0.038 0.421
H -4.683 -2.521 -2.491 0.018 -0.034 0.046 0.331
H -3.472 -2.193 -3.731 0.044 -0.064 -0.062 0.425
H -1.378 -2.898 -3.462 -0.020 -0.012 -0.044 0.328
H -1.489 -4.630 -3.040 0.009 0.033 -0.113 0.277
H -0.911 -3.470 -1.849 0.014 -0.004 -0.017 0.261
H -5.671 -4.903 -2.440 -0.061 -0.056 -0.084 0.274
H -4.191 -5.525 -2.517 0.004 -0.087 -0.075 0.318
C -1.095 -4.020 3.223 0.097 0.046 -0.027 -1.377
C -1.655 -3.026 4.236 -0.029 -0.227 -0.152 0.203
C -1.899 -3.618 5.631 0.037 0.137 0.138 -0.778
O -3.044 -4.438 5.731 0.040 -0.044 -0.086 -0.375
C -2.876 -5.780 5.306 -0.143 0.027 0.041 -0.668
N -2.874 -2.417 3.686 -0.071 0.185 0.126 -0.474
H -1.862 -4.695 2.846 -0.046 -0.018 0.048 0.296
H -0.684 -3.489 2.363 -0.035 0.010 -0.006 0.222
H -0.295 -4.619 3.659 -0.009 -0.008 0.001 0.381
H -0.912 -2.232 4.358 -0.017 0.026 0.082 0.388
H -2.078 -2.789 6.322 -0.041 -0.014 0.002 0.367
H -1.011 -4.152 5.994 0.019 -0.036 -0.092 0.450
H -1.875 -6.152 5.540 0.030 0.013 -0.029 0.311
H -3.067 -5.889 4.236 0.098 -0.044 -0.022 0.241
H -3.607 -6.386 5.840 0.004 0.034 0.032 0.259
H -3.178 -1.682 4.321 0.064 -0.038 0.073 0.277
H -3.611 -3.116 3.746 0.009 -0.025 -0.064 0.251
C 5.174 1.440 -4.884 -0.040 0.046 -0.127 -1.538
C 4.133 1.967 -3.901 0.219 -0.150 0.062 0.427
C 4.605 3.173 -3.075 -0.181 0.121 -0.012 -0.623
O 5.503 2.866 -2.029 0.070 0.045 -0.059 -0.398
C 6.858 2.723 -2.414 -0.055 -0.139 0.186 -0.641
N 3.672 0.863 -3.052 -0.081 0.151 0.021 -0.666
H 5.939 0.846 -4.386 0.012 0.020 0.064 0.308
H 4.698 0.796 -5.622 -0.010 -0.030 0.040 0.366
H 5.665 2.256 -5.417 0.011 -0.004 0.017 0.364
H 3.275 2.310 -4.489 -0.020 0.068 0.031 0.405
H 3.729 3.607 -2.583 0.016 -0.030 0.048 0.277
H 5.029 3.953 -3.723 0.043 -0.066 -0.055 0.427
H 7.126 3.408 -3.224 -0.015 -0.022 -0.044 0.343
H 7.070 1.693 -2.713 0.082 0.045 -0.135 0.240
H 7.476 2.951 -1.546 -0.060 0.051 0.022 0.238
H 2.904 1.190 -2.475 0.016 -0.027 0.001 0.115
H 4.412 0.663 -2.384 0.021 -0.086 -0.043 0.338
C 10.274 2.953 -0.524 -0.167 0.021 -0.008 -1.558
C 10.511 1.979 -1.676 0.237 0.101 0.168 0.672
C 10.731 0.526 -1.228 -0.129 -0.096 -0.155 -0.781
O 12.004 0.258 -0.679 -0.035 0.040 0.082 -0.407
C 12.166 0.601 0.685 0.136 -0.038 -0.081 -0.629
N 11.614 2.479 -2.502 -0.039 -0.179 -0.039 -0.696
H 11.200 3.213 -0.013 0.045 -0.051 0.000 0.361
H 9.844 3.881 -0.900 0.059 0.008 -0.032 0.363
H 9.581 2.534 0.209 0.026 -0.005 0.015 0.371
H 9.609 1.982 -2.296 -0.002 -0.092 -0.032 0.154
H 10.660 -0.112 -2.113 0.051 -0.003 0.002 0.373
H 9.942 0.203 -0.535 0.003 0.083 0.047 0.397
H 11.244 0.439 1.251 -0.030 0.034 -0.001 0.292
H 12.490 1.637 0.802 -0.084 0.029 0.069 0.228
H 12.944 -0.042 1.094 -0.013 -0.026 -0.032 0.268
H 11.700 1.901 -3.334 -0.047 0.079 -0.034 0.278
H 12.479 2.317 -1.994 -0.004 0.091 0.020 0.313
C -7.056 1.365 2.942 -0.164 -0.039 -0.061 -1.445
C -6.310 0.099 3.349 0.074 0.263 0.013 0.408
C -6.490 -0.327 4.811 0.021 -0.151 -0.001 -0.784
O -5.766 0.449 5.745 -0.042 0.065 -0.040 -0.358
C -6.379 1.666 6.130 0.141 -0.012 0.061 -0.679
N -4.897 0.284 2.991 0.042 -0.137 0.116 -0.295
H -6.548 2.266 3.288 0.032 -0.014 0.060 0.354
H -7.089 1.403 1.853 -0.035 0.086 -0.001 0.173
H -8.082 1.388 3.314 0.028 -0.047 0.021 0.404
H -6.705 -0.719 2.739 0.033 -0.055 0.036 0.355
H -6.100 -1.343 4.916 0.027 0.017 0.023 0.375
H -7.553 -0.363 5.084 -0.018 0.079 -0.044 0.462
H -7.467 1.570 6.174 -0.018 0.006 -0.037 0.313
H -6.110 2.481 5.453 -0.108 0.024 -0.026 0.237
H -6.011 1.919 7.123 0.003 -0.042 0.002 0.255
H -4.399 -0.592 3.125 0.005 -0.007 -0.225 -0.018
H -4.489 0.909 3.682 -0.043 0.042 -0.015 0.296
```
Forces are in eV/Å.

charge: +1
frontier orbital gap: 5.77 eV
M: 656.931 g mol⁻¹

***

8.
C4H7MgO3 as an isolated structure at a distorted geometry. Source: OMol25; level of theory: ωB97M-V with the def2-TZVPD basis set.

```
15
Properties=species:S:1:pos:R:3:forces:R:3:lowdin_spin:R:1
H 1.567 -1.579 -1.183 0.051 0.226 0.184 0.001
O -0.115 0.553 -0.615 -0.947 0.706 0.093 0.006
C 1.136 0.333 -0.302 0.752 -0.114 -0.654 0.017
O 1.892 1.305 -0.245 -0.164 -0.514 0.065 0.123
Mg 3.820 0.693 0.368 -0.275 -0.433 -0.045 0.711
O 2.933 -1.030 0.328 0.442 -0.179 -0.294 0.124
C 1.669 -1.102 -0.184 0.029 0.728 1.111 0.014
H 0.982 -1.645 0.500 0.066 0.016 -0.293 0.001
C -1.183 -0.098 0.108 0.108 -0.653 -0.058 0.001
H -1.415 -1.049 -0.389 0.060 0.176 0.111 0.000
H -0.835 -0.308 1.129 -0.123 0.004 -0.235 0.000
C -2.380 0.818 0.116 -0.220 0.141 0.068 0.000
H -2.222 1.669 0.791 -0.028 -0.161 -0.253 0.000
H -2.598 1.190 -0.893 0.077 -0.114 0.264 0.000
H -3.251 0.251 0.472 0.172 0.169 -0.064 0.000
```
Forces are in eV/Å.

energy above the lowest of the compared OMol25 structures with the same formula, charge and spin: 0.000 eV
frontier orbital gap (spin up / spin down): 6.54 / 9.24 eV
M: 127.402 g mol⁻¹
multiplicity: 2